The following is a quantum chemistry calculation of a structure of composition C33H41Cl5N6NiSb, from the OMol25 dataset.

Properties
ΔE to the lowest compared entry with this formula, charge and spin: 9.9 kcal per mole
Kohn-Sham gap: 8.113 eV
F_max: 0.0177 Eh/bohr
2S+1: 1
net charge: +1

Element x y z (Å)
1 Ni -1.848911 1.364692 -0.899854
2 N -3.864782 2.229475 -1.541732
3 C -4.905929 1.206707 -1.719692
4 C -4.256795 -0.120069 -2.078966
5 N -3.128840 -0.439263 -1.198758
6 C -3.476357 -0.974768 0.119931
7 C -3.596098 0.145382 1.140161
8 N -2.484959 1.113297 0.959661
9 H -4.200668 2.998220 -0.973632
10 H -3.607496 2.628041 -2.438461
11 H -5.610094 1.472192 -2.511427
12 H -5.477688 1.124791 -0.795914
13 H -3.862432 -0.045539 -3.091193
14 H -5.009850 -0.915694 -2.067814
15 H -2.551591 -1.109690 -1.688505
16 H -2.679256 -1.647382 0.435001
17 H -4.403215 -1.558635 0.093931
18 H -3.572814 -0.284259 2.144717
19 H -4.534285 0.687441 1.036849
20 H -1.643198 0.732882 1.392851
21 H -2.707430 1.973599 1.448753
22 C 4.297379 -0.016379 3.764368
23 C 4.461824 -0.577236 2.506863
24 C 3.354959 -0.978961 1.768042
25 C 2.070037 -0.834796 2.284676
26 C 1.917037 -0.247110 3.541366
27 C 3.020185 0.157262 4.279088
28 Sb 0.312907 -1.414732 1.222007
29 C 1.270267 -2.568081 -0.275211
30 C 1.085104 -2.218390 -1.608063
31 C 1.738317 -2.902349 -2.626808
32 C 2.586955 -3.950946 -2.312189
33 C 2.777564 -4.316641 -0.984108
34 C 2.128640 -3.627636 0.028311
35 C -0.376328 -3.014943 2.471614
36 C -0.481903 -4.337545 2.045475
37 C -1.085878 -5.296859 2.849073
38 C -1.609919 -4.944337 4.082968
39 C -1.523971 -3.629185 4.516559
40 C -0.920781 -2.674145 3.711420
41 H 5.161179 0.280161 4.344455
42 H 5.456036 -0.712343 2.100670
43 H 3.504718 -1.413096 0.786761
44 H 0.927013 -0.110646 3.965383
45 H 2.884173 0.607887 5.254004
46 H 0.406054 -1.413780 -1.862588
47 H 1.581996 -2.615555 -3.659074
48 H 3.098492 -4.488841 -3.099324
49 H 3.437034 -5.138794 -0.739140
50 H 2.294097 -3.914609 1.060542
51 H -0.089791 -4.632186 1.080012
52 H -1.146412 -6.322595 2.509426
53 H -2.085856 -5.690729 4.704681
54 H -1.929601 -3.348408 5.479994
55 H -0.866791 -1.650462 4.069765
56 Cl -1.165816 4.019085 -1.580581
57 C -0.955076 2.931460 -2.931418
58 C -1.280623 1.583575 -2.719987
59 C -1.093180 0.771803 -3.838502
60 Cl -1.396604 -0.948542 -3.791403
61 C -0.618738 1.262476 -5.066089
62 Cl -0.393831 0.207562 -6.400073
63 C -0.314134 2.609553 -5.209696
64 Cl 0.261267 3.221982 -6.701815
65 C -0.475859 3.463408 -4.119850
66 Cl -0.077157 5.125541 -4.251110
67 C 2.631545 1.273049 -1.875319
68 N 2.353303 2.211386 -0.803655
69 C 2.991467 3.514554 -0.965207
70 C 1.176777 2.098523 -0.105248
71 N 0.206251 1.321215 -0.528050
72 N 1.124174 2.800226 1.056607
73 C 2.310389 2.988542 1.886121
74 C -0.119384 3.004266 1.752118
75 H 3.697197 1.308278 -2.096032
76 H 2.085254 1.516116 -2.797440
77 H 2.391293 0.255093 -1.569456
78 H 2.939801 3.814304 -2.015163
79 H 4.040567 3.480832 -0.666889
80 H 2.477034 4.266351 -0.374950
81 H 0.451399 0.982563 -1.448182
82 H 3.183048 2.560254 1.405631
83 H 2.165518 2.472222 2.837861
84 H 2.485976 4.047801 2.083509
85 H -0.928793 3.083369 1.033611
86 H -0.060064 3.937341 2.313169
87 H -0.325049 2.191399 2.460562

Forces on the atoms, in the same order (eV/Å):
Ni -0.184 -0.852 -0.260
N 0.191 0.025 0.057
C 0.023 0.045 0.040
C 0.016 -0.016 0.118
N -0.076 -0.206 -0.172
C -0.061 0.111 -0.018
C 0.030 0.010 0.047
N 0.176 -0.108 0.220
H 0.009 0.009 -0.021
H -0.018 0.030 0.016
H -0.038 0.015 0.058
H 0.005 0.008 -0.008
H 0.026 -0.065 -0.049
H -0.022 0.031 -0.030
H 0.074 0.017 0.048
H 0.038 -0.016 -0.032
H -0.006 0.024 0.023
H -0.044 0.070 0.010
H 0.006 -0.004 -0.029
H -0.005 -0.026 0.028
H 0.023 -0.018 0.022
C 0.011 0.011 0.009
C -0.009 0.023 -0.023
C -0.012 0.047 -0.021
C 0.053 0.057 0.135
C -0.003 -0.038 -0.034
C 0.001 -0.003 0.014
Sb -0.261 -0.160 0.214
C 0.171 -0.044 -0.076
C -0.068 -0.014 -0.014
C -0.006 0.014 0.015
C 0.017 -0.029 0.007
C 0.003 0.006 -0.037
C -0.031 0.061 0.033
C -0.071 -0.075 0.071
C 0.047 0.048 -0.025
C -0.013 0.012 0.001
C 0.014 -0.018 0.014
C -0.002 0.012 0.005
C 0.085 -0.006 -0.013
H 0.005 0.023 -0.007
H 0.007 0.003 -0.009
H 0.000 -0.039 0.009
H -0.008 0.009 0.004
H -0.002 -0.031 0.023
H 0.021 0.044 -0.009
H -0.019 -0.001 -0.011
H 0.007 -0.006 -0.003
H 0.009 -0.006 0.005
H 0.010 0.003 0.004
H 0.003 -0.012 -0.008
H -0.012 -0.005 -0.022
H 0.008 -0.010 0.012
H 0.000 0.010 0.005
H -0.028 0.011 -0.002
Cl 0.020 0.359 -0.067
C -0.058 -0.140 0.020
C -0.008 0.625 -0.463
C 0.089 0.075 0.034
Cl -0.031 0.041 0.166
C -0.035 -0.089 0.102
Cl 0.006 -0.011 -0.074
C 0.037 0.049 0.003
Cl 0.026 0.014 -0.043
C -0.016 -0.037 0.058
Cl 0.011 0.038 -0.040
C 0.033 0.014 0.008
N 0.009 -0.127 0.032
C 0.009 -0.015 -0.016
C 0.126 -0.066 -0.094
N -0.400 0.245 0.094
N 0.040 0.034 -0.130
C -0.002 0.006 0.029
C -0.064 -0.057 0.012
H -0.002 0.017 -0.010
H -0.008 -0.010 -0.008
H 0.013 -0.003 0.008
H -0.009 0.016 -0.003
H 0.006 -0.001 0.004
H 0.001 0.006 0.006
H 0.118 -0.020 0.045
H 0.007 -0.023 0.013
H 0.000 0.017 -0.016
H 0.003 0.008 -0.021
H -0.006 0.048 -0.023
H -0.008 -0.011 0.017
H 0.001 0.018 0.022

Results of the Löwdin charge analysis, in e, for atoms 1 through 8: 0.319, 0.018, -0.207, -0.198, -0.100, -0.186, -0.187, -0.023

---

The following is a quantum chemistry calculation of the ion C33H41ClIN3O3PS3 with charge +1, from the OMol25 dataset.

Properties
Kohn-Sham gap: 7.978 eV
F_max: 0.0174 Eh/bohr
2S+1: 1
net charge: +1
SMILES: C=C[C@]1(P(O)(O)=S)[C@@H](Cl)[C@H](CC=O)[C@@](CCCI)(CCCSC(=S)n2ccnc2)[N@H+](c2ccccc2)[C@@H]1Cc1cccc(C)c1

Element x y z (Å)
1 C 1.038649 3.426544 3.516404
2 C 1.676829 2.440935 2.900438
3 C 1.257950 0.972972 2.773726
4 P 0.827968 0.325692 4.471150
5 O -0.562710 1.056454 4.780687
6 O 1.794532 1.038653 5.516951
7 S 0.715335 -1.593444 4.604937
8 C 2.481935 0.208564 2.192511
9 Cl 3.743870 -0.028242 3.434571
10 C 2.072097 -1.102642 1.497082
11 C 3.206084 -2.118129 1.325221
12 C 4.453578 -1.679956 0.614876
13 O 4.749072 -0.527422 0.405972
14 C 1.228072 -0.851413 0.212924
15 C 2.023448 -0.702059 -1.085882
16 C 2.470069 -1.998752 -1.791394
17 C 3.795910 -1.808454 -2.537237
18 I 3.770552 -2.775355 -4.442390
19 C 0.210574 -1.996079 0.131075
20 C -0.632143 -2.017580 -1.158428
21 C -0.711041 -3.420239 -1.750418
22 S -1.312935 -3.488862 -3.456138
23 C -2.501125 -2.157141 -3.381552
24 S -3.985229 -2.324168 -2.778871
25 N -2.013938 -0.943837 -3.877789
26 C -2.464341 0.318820 -3.541755
27 C -1.737393 1.172829 -4.299303
28 N -0.852401 0.493922 -5.111826
29 C -1.031891 -0.756842 -4.838471
30 N 0.340849 0.421529 0.408308
31 C 0.589279 1.587971 -0.472156
32 C 1.678840 2.429772 -0.351152
33 C 1.836922 3.464773 -1.257516
34 C 0.918451 3.654685 -2.278115
35 C -0.167654 2.805265 -2.390409
36 C -0.330854 1.767533 -1.489768
37 C 0.030955 0.685044 1.866100
38 C -1.191317 1.603385 1.930148
39 C -2.454942 0.813199 1.637760
40 C -2.818006 -0.254802 2.459004
41 C -3.959304 -0.984301 2.183799
42 C -4.760734 -0.644737 1.102658
43 C -4.442057 0.433140 0.292258
44 C -5.357932 0.847861 -0.824806
45 C -3.270597 1.141521 0.562056
46 H 0.089831 3.315280 4.017333
47 H 1.482234 4.412513 3.544401
48 H 2.643620 2.678932 2.474536
49 H -0.556049 1.451834 5.664115
50 H 2.321930 0.347994 5.948225
51 H 2.991331 0.839087 1.476516
52 H 1.395140 -1.590750 2.199467
53 H 2.855184 -3.068083 0.918688
54 H 3.529712 -2.381306 2.338311
55 H 5.127598 -2.493122 0.289727
56 H 2.896295 -0.078919 -0.898725
57 H 1.432506 -0.158689 -1.820061
58 H 2.511409 -2.870278 -1.139643
59 H 1.720902 -2.239406 -2.546032
60 H 4.649933 -2.208734 -2.005538
61 H 3.956908 -0.760358 -2.766677
62 H -0.459070 -1.937097 0.994086
63 H 0.731336 -2.946890 0.247725
64 H -0.276609 -1.302477 -1.903620
65 H -1.657153 -1.715909 -0.922578
66 H 0.280362 -3.869243 -1.794032
67 H -1.350198 -4.040424 -1.121885
68 H -3.238083 0.533839 -2.832842
69 H -1.824603 2.247664 -4.310822
70 H -0.514467 -1.594229 -5.273027
71 H -0.577851 0.102872 0.078406
72 H 2.425655 2.294879 0.403685
73 H 2.698952 4.109912 -1.159258
74 H 1.060585 4.455789 -2.988902
75 H -0.884287 2.951479 -3.186238
76 H -1.179508 1.099873 -1.599438
77 H -0.344229 -0.286358 2.197618
78 H -1.125214 2.421971 1.213096
79 H -1.258250 2.041556 2.915280
80 H -2.209441 -0.516441 3.316082
81 H -4.226559 -1.815451 2.821219
82 H -5.654800 -1.220498 0.901461
83 H -5.853054 1.789511 -0.588851
84 H -6.128314 0.097190 -0.989055
85 H -4.821237 0.969154 -1.761922
86 H -3.015720 1.996725 -0.056074

Forces on the atoms, in the same order (eV/Å):
C 0.044 -0.011 -0.120
C -0.300 0.054 0.150
C 0.439 0.732 -0.263
P -0.245 -0.723 -0.020
O 0.140 0.290 0.050
O -0.063 -0.190 0.033
S -0.026 0.207 0.042
C -0.158 -0.311 -0.250
Cl 0.161 0.006 0.037
C -0.170 0.091 0.216
C -0.004 0.068 0.212
C 0.070 0.347 -0.136
O -0.092 -0.291 0.029
C 0.165 -0.543 0.031
C 0.400 0.119 -0.027
C -0.160 -0.039 -0.296
C -0.274 0.011 -0.091
I 0.056 -0.093 0.029
C -0.279 -0.036 -0.233
C -0.279 -0.017 0.153
C -0.107 0.153 0.263
S 0.090 -0.225 -0.377
C -0.159 0.046 -0.050
S 0.057 0.058 0.129
N -0.050 -0.166 0.154
C -0.091 0.468 -0.423
C -0.461 -0.048 -0.312
N 0.046 0.138 0.009
C 0.132 -0.196 0.165
N 0.118 0.008 -0.075
C -0.001 0.089 0.024
C -0.074 -0.105 -0.024
C 0.058 0.002 -0.008
C 0.134 0.065 0.072
C 0.071 0.317 0.040
C -0.105 0.051 0.084
C -0.298 -0.089 0.520
C -0.246 0.044 -0.274
C 0.089 0.008 -0.025
C 0.105 -0.051 -0.056
C 0.062 -0.017 0.005
C -0.060 -0.113 0.075
C -0.019 0.014 -0.107
C -0.047 -0.131 0.067
C 0.007 0.057 0.011
H -0.058 -0.035 -0.002
H 0.009 0.010 -0.014
H 0.094 -0.077 0.001
H -0.125 -0.034 0.021
H 0.142 0.183 0.054
H -0.026 0.113 -0.136
H 0.009 -0.050 -0.024
H -0.040 0.083 -0.102
H 0.094 -0.054 0.002
H 0.044 -0.042 0.121
H -0.019 0.066 0.090
H -0.023 0.078 0.015
H 0.141 0.043 0.033
H -0.114 -0.046 0.112
H 0.082 0.086 -0.017
H 0.133 0.029 0.035
H 0.053 -0.040 0.087
H 0.127 0.064 -0.015
H 0.172 -0.117 0.014
H -0.002 0.117 0.003
H -0.002 -0.087 -0.063
H 0.024 -0.072 -0.012
H -0.116 -0.354 0.086
H -0.188 -0.347 -0.424
H 0.040 0.012 -0.048
H -0.006 0.037 -0.006
H 0.129 -0.059 0.191
H -0.011 0.041 -0.049
H -0.029 0.042 -0.015
H 0.384 0.141 0.480
H 0.079 0.001 0.061
H 0.162 -0.091 -0.024
H 0.244 0.089 0.069
H 0.005 0.035 0.101
H 0.027 0.000 0.073
H -0.050 -0.031 0.012
H -0.040 0.011 -0.021
H 0.013 0.061 -0.024
H -0.029 0.002 -0.011
H -0.017 0.114 -0.058
H 0.015 0.033 -0.029

Results of the Löwdin charge analysis, in e, for atoms 1 through 8: 0.055, -0.150, -0.415, 0.227, -0.189, -0.195, 0.402, -0.579